{
  "formula": "C5H28NO9",
  "method": "ωB97M-V with the def2-TZVPD basis set",
  "symbols": ["O", "H", "H", "C", "H", "H", "H", "O", "H", "H", "H", "O", "O", "H", "H", "H", "C", "O", "H", "H", "H", "H", "H", "C", "H", "H", "N", "O", "O", "H", "H", "H", "C", "H", "C", "H", "O", "O", "H", "H", "H", "H", "H"],
  "coordinates": [[0.15050, -0.05324, -3.30132], [1.60046, 1.44546, 1.77701], [-2.40892, 2.69526, 2.80709], [-1.97090, -1.87314, 0.70871], [0.63779, -2.18171, -0.88836], [-0.74995, -2.70317, -1.67021], [-2.83860, -2.53973, 0.70536], [2.98066, -1.32695, 0.03805], [2.38471, -1.51786, 0.83028], [-1.27271, 2.62001, -0.06625], [1.32540, 3.50287, -2.52819], [1.08213, 2.21692, 1.56219], [-1.73049, 2.10269, 3.20147], [0.66507, 0.77091, -3.22215], [-2.65898, -0.16533, 1.87404], [-2.63417, -1.57069, -1.24206], [-2.13869, -1.12166, 2.01992], [-0.70610, 1.89587, -0.34396], [0.45822, -1.79060, -2.37793], [-0.07918, -0.08189, -0.56189], [-2.41377, 0.04836, -0.19081], [-1.06740, -2.47238, 0.66551], [0.08704, 1.94921, 0.23279], [-1.05095, 0.03518, -2.55596], [4.56447, 1.29879, -0.88431], [0.49408, -1.51589, 2.11801], [-0.09188, -1.94295, -1.53440], [-0.86095, -0.50267, 2.41041], [1.18911, -2.18337, 1.85821], [-1.35985, 1.06352, -2.45198], [2.02697, 2.10638, -2.53696], [1.40979, -2.78116, 2.60043], [-2.10136, -0.92601, -0.54862], [-2.68730, -1.62017, 2.81602], [-0.74661, -0.63048, -1.19641], [-1.86383, -0.55407, -2.97853], [1.46931, 2.68407, -3.01813], [3.62938, 1.13609, -0.99753], [3.55356, 0.19746, -0.78853], [3.81151, -1.71286, 0.23142], [-0.92611, 2.65288, 3.25287], [1.75428, 2.88933, 1.54414], [-0.91574, 0.45672, 2.63056]],
  "atomic_forces_ev_per_a": [[0.0, -0.1, -0.6], [0.2, -0.7, 0.1], [0.6, -0.6, 0.4], [-1.4, 0.9, 0.1], [0.2, -0.5, 1.1], [0.0, -0.2, 0.1], [0.2, -0.2, -0.3], [-2.0, 0.4, 0.4], [0.8, 0.0, -0.8], [0.1, 0.1, 0.0], [0.2, -0.4, 0.1], [-0.1, -0.1, 0.4], [-0.1, 0.9, -0.5], [-0.5, 0.0, -0.1], [-1.0, -0.7, -0.5], [-0.9, 1.0, -0.4], [1.0, 3.0, -0.2], [0.0, 0.2, 0.1], [-0.1, 0.3, -0.9], [0.3, 0.1, 0.0], [-1.1, -0.1, -0.6], [0.1, -0.2, 0.4], [-0.5, 0.3, -0.1], [1.4, -0.2, 0.8], [0.3, 0.4, -0.1], [0.3, -0.5, 0.4], [0.6, 0.4, -0.4], [0.7, -0.9, 0.3], [0.0, 0.0, 0.2], [-0.2, 0.1, 0.3], [1.4, -0.4, 1.2], [-0.4, 0.7, -0.5], [2.3, -1.5, 1.8], [0.7, -0.5, 0.2], [-1.9, -0.4, -0.6], [0.2, 0.0, -0.7], [-1.3, 0.6, -1.2], [-0.1, 0.2, -0.1], [-0.5, -0.2, 0.2], [1.2, -0.8, 0.4], [-0.5, -0.3, 0.0], [0.4, 0.8, -0.2], [-0.7, -0.9, -0.2]],
  "lowdin_charge": [-0.055, 0.065, 0.079, -0.148, 0.129, 0.173, 0.118, -0.075, 0.024, 0.060, 0.060, -0.011, -0.053, 0.073, 0.111, 0.119, -0.180, -0.067, 0.151, 0.127, 0.116, 0.089, 0.003, -0.181, 0.040, 0.028, 0.238, -0.129, -0.079, 0.124, -0.015, 0.090, -0.112, 0.123, -0.283, 0.129, -0.025, -0.057, -0.022, 0.036, 0.055, 0.074, 0.058],
  "relative_energy_kcal_mol": 36.8,
  "total_charge": 1,
  "homo_energy_ev": -13.4
}

{
  "formula": "C5H28NO9S",
  "method": "ωB97M-V with the def2-TZVPD basis set",
  "symbols": ["S", "H", "H", "O", "N", "H", "H", "H", "H", "O", "O", "H", "O", "C", "H", "C", "C", "H", "H", "C", "H", "H", "C", "H", "H", "H", "O", "H", "H", "H", "H", "H", "H", "O", "H", "O", "H", "H", "O", "H", "H", "H", "H", "O"],
  "coordinates": [[-0.91293, -0.55267, 2.83386], [-3.61896, -0.61153, -2.87095], [5.04719, 0.94313, 0.71535], [-3.88360, -0.64481, -1.94495], [-2.09705, 0.61478, -0.02905], [-2.48298, 0.16830, 0.87082], [0.99037, 4.76110, -0.99919], [-3.81841, -1.59658, -1.84300], [3.58314, 2.08765, -1.31981], [1.43860, -2.27694, -2.94740], [1.04463, 3.83242, -0.88323], [-3.83506, -2.25186, 1.99274], [1.40048, 1.81033, 2.81663], [-0.35440, 0.89104, -1.83915], [0.91241, -2.44133, -3.72451], [-0.38640, -1.12713, 4.49180], [0.09944, -0.75851, 0.06298], [1.30709, -0.40075, 1.71340], [0.53394, -2.19978, 1.66467], [0.43495, -1.05612, 1.54293], [1.97149, 3.47689, -1.17094], [-2.57985, -0.02481, -0.70140], [-0.62624, 0.66737, -0.22052], [5.15297, 1.12894, -0.67586], [2.07647, -3.04901, -2.85178], [1.14459, -0.69008, -0.44361], [-2.43199, -2.82422, -3.16631], [-1.43136, -2.98003, -3.14673], [0.35478, -0.47863, 4.90591], [-1.27393, -0.96044, 5.08049], [1.05534, 2.72589, 2.92492], [-2.59341, -2.47334, -4.00037], [0.67480, 0.49725, -2.18143], [3.50433, 3.09265, -1.23145], [2.27589, 1.79054, 3.17016], [4.63652, 0.55799, -0.07814], [-0.09066, -2.06502, 4.74767], [-2.52466, 1.63822, -0.16793], [-3.82664, -1.78183, 1.11486], [-0.37339, -1.65758, -0.43907], [-3.10468, -2.28876, 0.62268], [-0.16823, 1.43094, 0.36059], [3.89709, 3.40110, -0.43816], [-1.12172, 1.67523, -2.31749]],
  "atomic_forces_ev_per_a": [[0.8, -0.9, -1.0], [0.0, 0.7, -0.1], [-0.6, -0.7, 0.5], [0.4, -0.1, -0.1], [-2.1, 1.5, 0.7], [1.1, 1.1, -0.8], [0.2, 1.2, -0.4], [-0.2, -0.5, 0.5], [0.0, 2.2, 0.8], [1.2, -1.2, 0.9], [1.1, -2.4, -0.1], [0.0, 0.8, -1.2], [-1.3, 0.8, -0.4], [0.0, 1.9, 3.5], [0.1, -0.2, -0.5], [-0.9, 2.9, -0.6], [0.3, 0.5, -0.3], [-0.2, -0.9, 0.7], [0.5, 2.0, 0.0], [-0.7, -0.7, 0.8], [-1.9, 1.4, 0.6], [0.1, 0.7, -0.6], [1.4, -4.3, -2.4], [-0.2, -0.7, -0.6], [-1.3, 1.5, -0.4], [-1.8, 0.0, 0.7], [2.7, -1.2, 2.5], [-2.2, 0.3, 0.0], [0.6, 0.7, 0.0], [-0.5, 0.2, 0.1], [0.6, -1.0, 0.0], [-0.5, 0.8, -2.5], [-1.6, 0.3, -0.2], [-0.2, -2.4, -2.1], [0.8, 0.2, 0.4], [1.0, 1.3, 0.1], [0.8, -3.2, -0.4], [1.0, -2.9, 0.3], [1.7, -1.6, 0.0], [0.0, 1.3, 0.4], [-1.5, 0.9, 1.0], [0.3, 0.8, 0.4], [0.6, 0.0, 1.3], [0.5, -1.0, -1.4]],
  "lowdin_charge": [0.783, 0.051, 0.055, -0.043, 0.160, 0.111, 0.004, 0.027, 0.087, -0.078, -0.109, 0.071, -0.071, -0.157, 0.015, -0.376, -0.215, 0.055, 0.104, -0.418, 0.007, 0.096, -0.221, 0.042, 0.089, 0.125, -0.037, 0.080, 0.025, 0.029, 0.072, 0.006, 0.146, -0.036, 0.024, -0.063, 0.005, 0.235, -0.110, 0.117, 0.065, 0.120, 0.049, 0.078],
  "total_charge": 1,
  "homo_energy_ev": -11.4
}